1.
A molecular structure, C38H66BeBr2Cl5F9KNO6PSSi, computed with ωB97M-V with the def2-TZVPD basis set.

The geometry in XYZ format:
```
132
Properties=species:S:1:pos:R:3:forces:R:3
Br 5.585 -2.632 0.033 1.0 -0.8 -0.1
Br -3.762 -5.030 -8.011 0.1 0.3 -0.1
K 1.288 1.127 8.559 8.7 -5.3 3.2
Cl 2.039 8.883 -0.268 -0.1 -0.4 0.0
Cl -7.833 -2.408 -3.576 -2.2 -1.5 -0.3
Cl -8.156 -5.281 -3.278 0.0 -0.1 -0.1
Cl -10.418 -3.652 -4.124 -0.1 -0.2 -0.1
Cl 1.642 10.655 2.620 0.0 -0.1 0.0
S -0.911 -3.706 -2.577 -2.0 -1.5 1.0
P -5.017 -0.364 -3.331 0.0 0.3 -0.1
Si 2.872 -0.158 -1.156 0.4 0.5 -0.1
F -5.705 -1.814 -3.654 3.1 -0.6 0.4
F -3.848 0.316 -4.252 -0.2 1.1 -1.6
F -5.501 -0.597 -1.792 -0.6 -1.6 0.6
F -3.673 -1.197 -2.943 0.2 -0.9 1.7
F 1.881 -2.074 -5.947 -0.1 -0.8 1.2
F -6.026 -0.036 -4.562 -0.7 1.5 -0.3
F 3.362 -3.087 -4.645 -1.5 0.0 0.2
F -5.334 1.142 -2.790 0.9 1.5 -0.7
F -2.379 0.905 12.294 0.0 0.0 0.0
O 1.908 3.851 6.728 -0.5 -0.2 -0.9
O -0.292 -4.202 -1.364 1.1 1.0 -1.6
O 3.563 6.287 1.186 0.2 0.0 0.0
O -0.111 -2.495 -3.388 0.0 -1.0 0.4
O -0.687 -4.841 -3.756 0.1 1.7 1.6
O -2.299 -3.417 -2.373 1.5 0.3 -1.4
N 0.952 2.975 2.923 0.4 -0.1 -0.1
C -2.293 1.010 10.963 0.0 0.1 -0.3
C -8.652 -3.842 -4.186 -0.2 0.7 0.3
C -0.681 2.903 4.883 -0.1 0.2 0.3
C -1.073 -7.516 -5.755 -0.3 -0.9 -0.4
C 1.012 -3.224 -3.953 0.5 -1.6 0.5
C 3.160 10.395 1.730 -0.1 0.1 0.0
C 0.379 1.207 -1.972 -0.4 -0.4 0.7
C 2.943 10.342 0.235 0.5 0.3 0.1
C 0.126 -0.491 -0.179 -0.9 1.2 -1.2
C 0.442 -7.907 -5.618 -0.3 -0.2 -0.3
C 1.454 -6.706 -5.730 0.4 -0.6 0.1
C 0.381 -4.459 -4.709 -0.1 -0.7 0.7
C 2.154 -2.403 -4.607 0.0 2.5 -0.4
C -1.307 -0.243 -0.166 1.3 0.8 -1.1
C -2.119 1.230 8.213 0.0 -0.1 0.0
C 3.197 -1.375 0.326 -3.0 0.6 -0.2
C -1.898 0.726 -1.074 1.3 -0.5 0.4
C 1.262 3.319 7.756 0.9 2.1 -0.2
C 1.973 3.891 3.408 0.0 0.1 0.1
C 3.438 -1.084 -2.727 0.2 0.7 0.0
C -1.022 0.795 8.948 -2.0 -0.6 -0.1
C 1.510 5.187 4.073 -0.2 0.3 -0.2
C 3.935 1.387 -0.760 0.5 -0.4 0.5
C 2.281 3.191 8.918 0.2 0.5 1.1
C -2.639 -3.632 -7.145 0.8 0.9 0.8
C 0.293 2.182 3.954 -0.2 -0.3 0.1
C 2.389 -1.011 -3.897 0.4 -0.4 -0.6
C 0.610 -8.786 -4.312 -0.6 0.5 -0.3
C 1.026 0.219 -1.112 -3.0 -0.1 0.8
C -3.394 1.437 10.243 -0.1 0.0 0.0
C 0.024 3.508 1.934 0.0 0.2 0.2
C 0.694 4.112 0.713 0.1 -0.1 -0.1
C -0.434 -4.226 -6.035 -0.8 0.9 -0.1
C -1.046 1.472 -1.968 0.9 -1.3 1.0
C 1.395 -5.658 -4.555 0.4 -0.9 -0.8
C -3.304 1.552 8.861 0.2 0.0 0.1
C -2.007 -4.121 -5.760 0.1 0.5 -2.0
C -1.104 0.690 10.335 0.4 -0.1 -0.1
Be -4.731 -7.367 -7.371 0.1 0.1 0.1
H 1.346 3.386 0.217 0.0 0.0 0.0
H 1.089 -6.230 -3.636 0.2 0.8 -0.8
H -4.158 1.894 8.291 0.0 0.0 0.1
H -0.156 3.502 5.628 0.1 0.0 -0.1
H 0.401 3.873 8.185 -0.2 0.5 0.0
H -8.366 -3.981 -5.223 -0.1 0.0 0.1
H -1.473 2.222 -2.671 0.4 -0.8 0.6
H 2.454 -5.341 -4.352 -1.1 0.2 -0.3
H 3.179 6.519 2.065 -0.2 -0.2 -0.1
H 1.409 -8.369 -3.654 -0.5 -0.7 -0.5
H 3.441 2.044 0.008 0.3 -0.5 -0.9
H 2.543 -2.261 0.137 0.8 0.3 0.5
H 2.630 4.159 2.561 0.0 -0.2 -0.2
H 1.052 1.678 4.562 0.1 0.2 -0.1
H 4.273 1.942 -1.665 -0.4 -0.2 0.7
H 0.779 -9.850 -4.599 0.2 0.8 0.4
H 4.372 -0.557 -3.074 -0.7 -0.7 0.3
H 1.456 -3.697 -3.036 0.3 0.3 -0.9
H -0.320 -5.011 -6.814 0.3 0.4 0.8
H -2.049 1.316 7.136 0.0 0.0 0.1
H 3.616 9.478 2.103 0.0 0.1 0.0
H 1.792 2.751 9.802 0.4 0.7 0.7
H 1.209 5.018 5.108 0.2 0.0 0.0
H 2.992 -0.917 1.324 0.7 -0.7 -0.5
H -1.845 -3.381 -7.896 -0.9 -0.5 0.5
H 3.127 2.539 8.653 0.1 0.4 -0.1
H 4.369 -1.717 0.279 -0.2 0.8 0.0
H -1.303 -6.921 -6.683 0.3 -0.3 1.0
H 2.808 -0.342 -4.697 -0.4 -0.7 0.7
H 3.905 10.310 -0.277 -0.1 -0.1 0.0
H -3.276 -2.722 -7.019 0.2 -1.1 -0.1
H -3.005 0.869 -1.060 1.1 -0.1 -0.2
H -0.613 2.692 1.577 0.1 -0.1 0.2
H -1.379 3.545 4.343 0.0 -0.1 0.0
H -2.468 -5.109 -5.553 0.5 0.9 0.4
H -0.252 0.360 10.927 -0.2 0.0 0.1
H 0.667 -8.586 -6.487 -0.2 0.8 0.7
H -0.180 -3.251 -6.536 0.2 -0.9 0.7
H 3.052 6.702 0.449 -0.2 0.4 0.0
H -1.935 -0.821 0.549 0.5 0.6 -0.8
H -0.250 1.369 3.457 0.0 0.1 -0.2
H 3.628 5.312 1.072 -0.2 0.1 0.2
H 3.757 -2.114 -2.440 -0.4 0.6 -0.4
H -1.639 -8.483 -5.893 0.5 0.9 0.2
H 2.341 5.908 4.100 0.1 0.0 0.1
H -1.276 2.168 5.430 0.0 0.0 -0.1
H 2.674 4.161 9.215 -0.1 0.0 -0.3
H 3.819 11.228 1.977 0.0 0.0 -0.1
H -0.065 4.426 -0.007 0.1 0.0 0.0
H 2.482 -7.168 -5.693 -0.9 0.4 0.0
H 0.508 -1.243 0.545 -0.2 0.6 -0.7
H 2.636 3.360 4.097 -0.2 0.0 0.1
H -4.313 1.676 10.762 0.1 0.0 0.0
H -2.264 -3.325 -5.026 0.1 -0.9 -0.3
H 1.284 5.000 0.965 -0.1 0.1 0.1
H 0.684 5.664 3.536 0.0 0.0 -0.1
H -0.646 4.260 2.374 -0.1 0.0 -0.1
H -1.505 -7.050 -4.833 0.5 -0.1 -0.8
H 4.858 0.988 -0.245 -0.7 0.4 -0.6
H 1.405 -0.569 -3.615 0.7 -0.6 -0.1
H -0.357 -8.762 -3.739 1.0 0.0 -0.3
H -0.101 0.537 8.441 -6.4 -2.0 0.1
H 0.831 2.312 7.635 -1.4 4.1 -3.4
H 1.022 1.791 -2.667 -0.6 -0.4 0.5
H 2.396 11.213 -0.122 -0.1 -0.2 0.0
H 1.391 -6.248 -6.756 0.0 -0.2 1.0
```
Forces are in eV/Å.

The energy above the lowest of the compared OMol25 structures with the same formula, charge and spin is 2.407 eV. The HOMO energy comes out at -8.782 eV. The HOMO-LUMO gap is 1.11 eV. As for the net charge: +1.

2.
A molecular structure, C38H67O15Y, computed with ωB97M-V with the def2-TZVPD basis set.

The geometry in XYZ format:
```
121
Properties=species:S:1:pos:R:3:forces:R:3
Y 2.249 -4.519 -5.937 0.2 0.0 0.0
O -2.830 4.533 6.659 -0.5 0.4 -0.7
O 5.202 4.557 -3.687 -1.4 0.1 0.1
O -8.391 7.336 -3.435 1.1 -1.4 -0.2
O -5.757 -4.856 6.930 0.6 -1.7 -0.8
O -7.530 5.684 -2.241 -1.0 0.2 1.6
O -8.151 -1.066 -6.800 3.1 -1.3 0.1
O 8.606 -0.115 -8.242 1.0 -0.5 1.1
O 3.188 5.171 -4.399 0.0 0.0 -1.5
O -0.311 -8.283 1.078 1.4 1.0 -0.2
O 7.137 -3.435 -2.099 2.8 1.9 1.7
O 9.378 -3.090 -1.672 -1.2 -0.6 -1.3
O 0.740 -1.320 -1.879 -2.8 1.1 2.9
O 5.920 1.033 8.627 0.8 0.6 0.9
O -0.016 -7.578 -1.093 -1.3 -0.7 2.2
O 6.402 -0.438 -7.955 1.2 0.8 0.1
C -5.675 -2.612 7.313 -0.1 1.8 -1.0
C -7.584 6.431 -3.343 -1.2 2.5 -0.1
C -1.340 -8.532 2.052 -0.5 -1.0 -1.0
C -6.639 4.617 -2.348 0.1 -0.6 -1.3
C 7.245 0.920 -9.767 0.1 1.0 0.7
C 4.049 4.859 -3.445 3.7 0.1 -0.3
C -2.227 -8.070 -0.156 -0.8 0.2 0.7
C -0.746 -7.932 -0.169 1.1 -0.1 -0.6
C 10.237 -2.265 -0.870 -1.0 -0.3 0.2
C 5.008 -0.276 6.882 -0.3 0.9 0.1
C -7.289 -2.177 -6.242 -1.5 0.6 0.2
C -9.563 -2.405 -5.442 0.4 -0.2 -0.7
C 1.911 5.324 -3.865 -1.7 0.3 1.1
C 8.034 -2.840 -1.466 -1.3 -2.3 -1.9
C 5.165 -0.117 8.394 0.2 -0.7 0.6
C -8.084 -2.593 -5.056 -1.1 -0.7 1.6
C -0.922 4.853 5.210 0.3 -0.7 1.4
C 9.475 0.580 -9.141 1.2 0.3 -0.2
C -1.411 4.512 6.664 1.2 -0.4 -1.8
C 8.593 1.616 -9.755 -0.7 1.4 -1.0
C -1.998 5.764 4.811 -1.9 0.9 -0.5
C 0.394 -1.213 0.592 0.6 -0.1 0.6
C 7.337 0.119 -8.509 -2.2 -1.9 -0.8
C 3.457 5.028 -2.105 -0.3 0.0 0.5
C 9.292 -2.014 0.285 0.6 2.4 1.2
C -5.688 5.108 -3.434 2.1 -1.3 0.4
C 7.912 -1.857 -0.355 0.4 -0.3 0.9
C 2.151 5.730 -2.422 -0.2 -0.1 1.3
C -0.081 -0.859 -0.842 3.8 -0.7 -1.0
C -6.433 6.094 -4.271 -1.0 0.0 0.4
C -2.565 -8.765 1.201 -1.1 0.0 -1.1
C -9.459 -1.196 -6.342 -0.8 -0.1 0.0
C -5.794 -3.644 6.213 0.5 -0.1 1.0
C -6.191 -4.762 8.264 -0.3 1.0 -0.1
C 5.746 1.953 7.577 0.2 -0.5 0.0
C -3.318 5.153 5.426 2.7 0.6 -0.6
C 5.698 1.032 6.379 -0.3 -0.5 -0.9
C -6.131 -3.247 8.572 -0.1 -0.9 1.5
H -4.032 5.969 5.535 -0.2 -0.4 0.7
H 1.436 5.410 -1.664 -0.6 0.1 -0.5
H 9.961 -0.092 -9.848 -0.5 -0.4 -0.1
H -9.736 -0.302 -5.784 -0.1 0.3 -0.3
H -6.299 -1.897 -5.884 0.0 0.8 -0.7
H -1.070 -1.316 -0.818 -1.0 -1.0 -0.6
H 4.106 5.536 -1.391 0.1 0.0 -0.3
H -5.241 4.277 -3.981 -0.2 -0.1 -0.2
H -2.789 -9.824 1.072 0.2 0.0 -0.1
H -7.897 -3.621 -4.746 0.1 -0.1 0.0
H -5.588 -5.436 8.873 0.4 0.3 0.0
H -0.398 0.175 -0.977 0.0 0.5 -0.4
H 1.320 6.110 -4.336 0.4 -0.2 -0.6
H -7.236 3.761 -2.663 0.2 -0.3 0.0
H -2.615 -8.506 -1.077 0.0 -0.1 0.2
H -2.084 5.847 3.727 -0.1 0.3 0.0
H -7.839 -1.962 -4.201 -0.1 0.1 0.1
H 2.209 6.816 -2.351 0.3 0.0 0.0
H 8.606 2.518 -9.143 -0.3 -0.1 0.3
H -1.005 3.530 6.908 -0.5 -0.1 0.5
H -6.121 4.350 -1.426 -0.3 0.5 0.2
H 5.660 -0.943 8.905 0.2 -0.1 -0.2
H -3.458 -8.325 1.644 0.0 0.0 0.0
H -5.341 -3.079 9.305 -0.5 0.1 0.4
H -10.069 -1.362 -7.230 -0.4 0.5 0.0
H 3.316 4.009 -1.747 -0.3 -0.1 0.3
H 5.453 -1.166 6.438 0.1 0.1 0.3
H 10.495 -1.373 -1.441 -0.2 0.2 0.1
H -7.205 -5.136 8.401 -0.4 -0.1 -0.4
H -1.559 -7.743 2.772 0.9 0.3 -0.2
H 6.594 2.636 7.593 -0.1 0.0 -0.1
H -0.914 5.252 7.291 -0.6 0.2 0.6
H 8.763 1.996 -10.763 0.8 -0.4 0.0
H 5.198 1.460 5.511 0.0 0.0 0.0
H -0.862 3.991 4.544 -0.1 -0.2 0.2
H -10.315 -2.267 -4.665 0.4 -0.1 0.3
H -9.913 -3.213 -6.083 0.1 -0.4 0.3
H 9.296 -2.740 1.098 0.1 -0.5 -0.5
H -6.860 5.618 -5.154 0.2 0.4 -0.3
H 1.375 4.378 -3.929 -0.1 -0.1 -0.1
H 7.162 -2.095 0.400 -0.3 -0.2 -0.5
H -2.602 -7.048 -0.092 -0.1 0.2 -0.2
H 0.798 -2.218 0.714 -0.2 -0.1 -0.4
H -1.880 6.745 5.271 0.2 0.1 -0.2
H 6.384 1.586 -9.703 0.0 -0.2 -0.4
H 9.559 -1.082 0.782 0.1 0.1 0.1
H 4.245 0.011 8.963 -0.6 -0.1 -0.3
H 3.942 -0.313 6.659 0.0 0.2 -0.3
H 7.682 -0.863 -0.738 0.3 0.1 -0.1
H -4.928 -3.507 5.564 0.0 -0.7 -0.3
H 0.065 5.313 5.250 0.0 0.0 -0.1
H -5.940 7.048 -4.454 0.1 -0.3 -0.4
H -7.087 -2.857 8.920 0.1 -0.1 0.2
H 1.208 -0.548 0.877 0.3 0.3 -0.5
H 7.233 0.242 -10.621 -0.5 -0.1 0.0
H -7.170 -3.053 -6.880 -0.2 0.4 -0.8
H -3.673 4.455 4.668 -0.4 -0.6 0.6
H -4.829 5.533 -2.914 0.0 0.5 -0.1
H -0.315 -1.052 1.404 -0.6 0.0 -0.5
H -4.659 -2.268 7.505 0.2 -0.3 -0.7
H 11.176 -2.773 -0.653 -0.3 -0.3 0.1
H -1.065 -9.461 2.553 0.2 0.3 0.3
H 4.835 2.531 7.732 -0.3 0.1 -0.1
H 10.308 1.018 -8.592 -0.2 0.0 0.3
H 6.719 0.783 6.091 0.0 0.1 0.0
H -6.695 -3.686 5.600 -0.3 0.6 0.0
H -6.216 -1.708 7.033 -0.2 0.1 0.2
```
Forces are in eV/Å.

The energy above the lowest of the compared OMol25 structures with the same formula, charge and spin is 16.451 eV. The HOMO energy comes out at -12.452 eV. The HOMO-LUMO gap is 1.20 eV. As for the net charge: +2.

3.
A molecular structure, C38H68BrN8OS2Si2Sr, computed with ωB97M-V with the def2-TZVPD basis set.

The geometry in XYZ format:
```
121
Properties=species:S:1:pos:R:3:forces:R:3
Sr 0.257 1.668 -0.164 -0.4 -0.1 0.6
Br 0.399 -1.404 1.254 0.0 0.1 -0.1
S -0.170 6.164 -0.970 -0.1 0.0 0.1
S -3.094 5.700 -1.473 -0.1 0.1 0.0
Si -1.484 -0.195 -3.121 0.0 0.0 0.1
Si 0.384 -3.613 1.964 0.0 0.0 0.0
O 7.034 0.564 -1.977 0.0 0.0 0.0
N -0.826 1.659 2.312 0.0 -0.1 0.2
N 0.980 3.770 1.390 0.0 0.1 0.1
N 5.274 1.103 -3.281 0.0 0.0 0.0
N 1.009 2.746 -2.311 0.2 -0.1 -0.4
N -0.632 1.128 -2.420 0.1 0.1 -0.3
N -2.494 2.554 -0.348 0.3 -0.1 0.1
N 2.838 1.075 0.197 0.1 -0.1 0.0
N -1.253 4.854 -3.015 -0.1 0.2 0.0
C 4.712 0.284 1.453 0.0 0.0 0.0
C -5.575 1.720 2.381 0.0 0.0 0.0
C -1.469 -3.994 2.223 0.0 0.0 0.0
C 2.735 -4.309 0.518 0.0 0.0 0.0
C 1.116 3.026 -5.049 0.0 -0.1 -0.1
C -2.415 4.318 -3.704 0.0 0.0 0.0
C 1.980 3.766 -4.237 0.0 0.1 0.0
C 5.506 0.321 0.320 0.0 0.0 0.0
C 4.951 0.736 -0.883 0.0 0.0 0.0
C 0.617 -2.890 4.716 0.0 0.0 0.0
C -4.856 2.903 2.470 0.0 0.0 0.0
C -5.292 0.831 1.353 0.0 0.0 0.0
C 0.178 1.973 -3.086 -0.1 0.0 0.1
C 5.848 0.788 -2.094 0.0 0.0 0.0
C -1.405 5.543 -1.887 0.2 -0.1 -0.2
C -3.661 4.891 -3.003 0.0 0.0 0.0
C -3.566 2.291 0.528 0.0 0.0 0.0
C 0.199 3.863 2.637 0.0 0.0 0.0
C 0.983 -6.072 0.701 0.0 0.0 0.0
C 1.415 -3.541 3.576 0.0 0.0 0.0
C -4.298 1.111 0.428 0.0 0.0 0.0
C -2.192 -4.248 0.892 0.0 0.0 0.0
C -1.618 -5.257 3.093 0.0 0.0 0.0
C 1.896 3.586 -2.869 0.0 0.0 0.1
C -0.036 2.488 3.237 0.0 0.0 0.0
C -2.225 -2.838 2.900 0.0 0.0 0.0
C 3.387 0.668 1.344 0.0 0.0 0.0
C 0.697 -4.142 -0.853 0.0 0.0 0.0
C 2.706 -2.718 3.434 0.0 0.0 0.0
C 3.615 1.100 -0.889 0.0 0.0 0.0
C -3.855 3.190 1.553 0.0 0.0 0.0
C 2.819 4.326 -1.941 0.0 0.0 0.0
C -2.938 0.328 -4.185 -0.1 0.0 0.0
C -0.358 -1.303 -4.129 0.0 0.0 0.0
C 1.220 -4.560 0.531 0.0 0.0 0.0
C -2.163 -1.201 -1.682 0.0 0.0 0.0
C 1.806 -4.966 4.006 0.0 0.0 0.0
C 0.228 2.137 -4.496 0.0 0.0 0.0
H -0.807 -2.290 -4.266 0.0 0.0 0.0
H -2.305 -1.977 2.233 0.0 0.0 0.0
H -1.787 1.994 2.300 0.0 0.0 -0.1
H -2.674 -5.541 3.122 0.0 0.0 0.0
H 0.926 1.994 3.406 0.0 0.0 0.0
H 3.161 -4.789 -0.368 0.0 0.0 0.0
H -2.654 0.973 -5.019 0.0 0.0 0.0
H -1.777 -2.504 3.834 0.0 0.0 0.0
H -0.513 2.596 4.216 0.0 0.0 0.0
H 5.108 -0.037 2.407 0.0 0.0 0.0
H -4.156 5.635 -3.621 0.0 0.0 0.0
H -5.854 -0.089 1.263 0.0 0.0 0.0
H -2.394 4.615 -4.752 0.0 0.0 0.0
H 2.733 0.639 2.209 0.0 0.0 0.0
H -0.764 4.318 2.389 0.0 0.0 0.0
H -3.242 -3.175 3.125 0.0 0.0 0.0
H -1.298 -5.098 4.123 0.0 0.0 0.0
H 2.702 3.968 -0.918 0.0 0.0 0.0
H -3.259 -4.374 1.099 0.0 0.0 0.0
H 0.876 -3.085 -1.053 0.0 0.0 0.0
H 3.859 4.189 -2.244 0.0 0.0 0.0
H -4.376 4.112 -2.751 0.0 0.0 0.0
H 0.597 -1.442 -3.615 0.0 0.0 0.0
H 1.241 -4.715 -1.610 0.0 0.0 0.0
H -3.306 4.125 1.615 0.0 0.0 0.0
H 0.946 -5.624 4.134 0.0 0.0 0.0
H 1.153 3.148 -6.125 0.0 0.0 0.0
H -0.430 1.553 -5.124 0.0 0.0 0.0
H -3.695 0.857 -3.597 0.0 0.0 0.0
H -1.546 -2.086 -1.519 0.0 0.0 0.0
H -2.350 3.547 -0.495 -0.1 0.0 -0.1
H -0.314 4.670 -3.343 0.0 0.0 0.0
H -0.146 -0.900 -5.121 0.0 0.0 0.0
H -3.419 -0.558 -4.608 0.0 0.0 0.0
H -4.089 0.414 -0.376 0.0 0.0 0.0
H 3.237 -4.735 1.387 0.0 0.0 0.0
H -0.872 0.702 2.647 0.0 0.0 0.1
H 2.490 -5.435 3.298 0.0 0.0 0.0
H 2.601 5.393 -1.954 0.0 0.0 0.0
H -0.072 -6.339 0.649 0.0 0.0 0.0
H 0.674 4.510 3.379 0.0 0.0 0.0
H 1.256 -2.839 5.603 0.0 0.0 0.0
H 1.382 -6.458 1.641 0.0 0.0 0.0
H 0.877 4.632 0.858 0.0 0.0 0.0
H 3.218 -2.719 4.402 0.0 0.0 0.0
H 1.491 -6.603 -0.109 0.0 0.0 0.0
H 2.496 -1.680 3.171 0.0 0.0 0.0
H -0.362 -4.343 -0.992 0.0 0.0 0.0
H -2.170 -0.643 -0.741 0.0 0.0 0.0
H 6.552 0.043 0.338 0.0 0.0 0.0
H 0.316 -1.869 4.469 0.0 0.0 0.0
H 1.968 3.684 1.611 0.0 0.0 0.0
H -0.274 -3.452 4.994 0.0 0.0 0.0
H 2.976 -3.245 0.464 0.0 0.0 0.0
H -3.183 -1.544 -1.871 0.0 0.0 0.0
H 3.398 -3.120 2.698 0.0 0.0 0.0
H 3.123 1.450 -1.790 0.0 0.0 0.0
H 2.324 -4.916 4.969 0.0 0.0 0.0
H -5.077 3.615 3.255 0.0 0.0 0.0
H -2.092 -3.406 0.204 0.0 0.0 0.0
H -2.393 3.225 -3.667 0.0 0.0 0.1
H 4.287 1.230 -3.410 0.0 0.0 0.0
H -6.354 1.498 3.097 0.0 0.0 0.0
H 2.696 4.459 -4.656 0.0 0.0 0.0
H -1.066 -6.112 2.698 0.0 0.0 0.0
H 5.871 1.123 -4.090 0.0 0.0 0.0
H -1.853 -5.152 0.389 0.0 0.0 0.0
H -2.525 2.060 -1.234 0.0 0.0 0.0
```
Forces are in eV/Å.

The energy above the lowest of the compared OMol25 structures with the same formula, charge and spin is 0.548 eV. The HOMO energy comes out at -9.977 eV. The HOMO-LUMO gap is 7.80 eV. As for the net charge: +1.